(1)
Molecular formula: C33H51N5O4PSi
Method: DFT, the ωB97M-V functional and the def2-TZVPD basis

The orbital gap comes out at 7.08 eV. As for the total energy: -2493.223376 a.u. As for the total charge: +1. As for the LUMO energy: -3.4770 eV. The HOMO energy comes out at -10.6 eV.

Each line ends with the Löwdin charge.
Geometry (Å):
1 C 5.751 -0.986 0.143  -0.13
2 C 4.227 -1.191 -0.080  -0.39
3 P 3.205 0.350 -0.123  0.97
4 C 4.212 1.831 0.313  -0.41
5 C 4.600 1.978 1.806  -0.14
6 N 2.012 0.179 1.222  -0.13
7 C 0.741 0.536 0.733  -0.45
8 N 0.178 -0.202 -0.286  0.15
9 N 0.179 1.559 1.296  0.14
10 C -1.132 2.117 0.945  -0.13
11 C -1.958 2.476 2.206  -0.16
12 C -3.466 2.135 2.064  -0.19
13 C -4.296 3.396 2.350  -0.23
14 C -5.794 3.238 2.102  -0.21
15 C -6.463 2.150 2.958  -0.21
16 C -8.008 2.292 2.904  -0.24
17 C -8.671 1.285 1.928  -0.24
18 Si -9.421 -0.244 2.756  0.63
19 C -8.018 -1.529 2.916  -0.18
20 C -10.069 0.059 4.508  -0.16
21 C -10.731 -1.080 1.677  -0.27
22 C -10.353 -1.403 0.393  -0.12
23 C -11.207 -2.043 -0.460  -0.09
24 C -12.456 -2.350 0.004  -0.10
25 C -12.856 -2.038 1.265  -0.09
26 C -11.989 -1.394 2.115  -0.10
27 H 6.116 -0.001 -0.138  0.04
28 H 6.026 -1.225 1.169  0.08
29 H 6.273 -1.700 -0.496  0.07
30 H 4.088 -1.775 -0.987  0.07
31 H 3.858 -1.805 0.750  0.07
32 H 5.079 1.868 -0.345  0.04
33 H 3.578 2.686 0.066  0.06
34 H 5.506 1.412 2.013  0.07
35 H 3.799 1.602 2.444  0.04
36 H 4.722 3.035 2.042  0.07
37 H 1.949 -0.834 1.365  0.09
38 H -0.275 -1.055 0.026  0.13
39 H -0.404 0.338 -0.914  0.11
40 H 0.711 2.029 2.021  0.18
41 H -0.948 3.046 0.404  0.14
42 H -1.728 1.443 0.340  0.11
43 H -1.536 1.997 3.094  0.12
44 H -1.869 3.550 2.376  0.11
45 H -3.726 1.362 2.788  0.11
46 H -3.678 1.790 1.048  0.11
47 H -4.055 3.767 3.351  0.12
48 H -3.939 4.171 1.660  0.11
49 H -5.955 3.010 1.043  0.12
50 H -6.266 4.186 2.364  0.11
51 H -6.160 1.136 2.685  0.10
52 H -6.126 2.313 3.989  0.11
53 H -8.228 3.308 2.573  0.10
54 H -8.366 2.221 3.932  0.08
55 H -7.878 0.929 1.262  0.07
56 H -9.386 1.828 1.307  0.08
57 H -7.399 -1.449 2.017  0.02
58 H -7.436 -1.379 3.824  0.02
59 H -8.461 -2.525 2.871  0.03
60 H -9.485 -0.534 5.212  0.03
61 H -11.130 -0.177 4.589  0.01
62 H -9.982 1.102 4.821  0.02
63 H -9.352 -1.152 0.054  0.10
64 H -10.877 -2.311 -1.454  0.11
65 H -13.129 -2.867 -0.673  0.11
66 H -13.833 -2.299 1.650  0.11
67 H -12.309 -1.152 3.119  0.09
68 C 5.768 0.440 -3.032  -0.08
69 C 5.968 -0.496 -4.036  -0.05
70 C 7.067 -0.392 -4.871  -0.01
71 C 7.955 0.651 -4.684  -0.15
72 C 7.767 1.599 -3.696  0.01
73 C 6.663 1.490 -2.865  -0.06
74 N 9.140 0.736 -5.552  -0.36
75 O 9.257 -0.118 -6.407  0.07
76 O 9.932 1.632 -5.347  0.09
77 H 4.909 0.341 -2.377  0.06
78 H 5.270 -1.313 -4.165  0.11
79 H 7.225 -1.123 -5.651  0.13
80 H 8.467 2.411 -3.564  0.12
81 H 6.506 2.222 -2.084  0.10
82 C 12.311 -2.589 -4.288  -0.06
83 C 12.533 -3.804 -3.651  -0.06
84 C 11.481 -4.477 -3.048  0.00
85 C 10.215 -3.921 -3.097  -0.15
86 C 9.979 -2.711 -3.722  0.00
87 C 11.034 -2.044 -4.320  -0.05
88 N 9.087 -4.634 -2.478  -0.35
89 O 9.320 -5.683 -1.917  0.09
90 O 7.982 -4.127 -2.564  0.05
91 H 13.132 -2.068 -4.762  0.11
92 H 13.527 -4.229 -3.626  0.11
93 H 11.655 -5.421 -2.553  0.12
94 H 8.986 -2.286 -3.748  0.10
95 H 10.859 -1.098 -4.810  0.09

***

(2)
Molecular formula: C6H9NO2
Method: DFT, the ωB97M-V functional and the def2-TZVPD basis

The orbital gap (alpha / beta) comes out at 6.60 / 6.61 eV. As for the total energy: -439.086218 a.u. Its energy above the lowest of the compared OMol25 structures with the same formula, charge and spin is 119.3 kcal per mole. As for the LUMO energy (alpha / beta): -0.9738 / -0.9722 eV. The HOMO energy (alpha / beta) comes out at -7.6 / -7.6 eV.

Each line ends with the Löwdin charge.
Geometry (Å):
1 C 1.631 0.970 1.561  -0.05
2 C -0.765 0.354 0.829  -0.22
3 C -0.807 -0.697 -0.835  -0.37
4 C 0.568 0.475 0.640  -0.27
5 C 0.828 -0.191 -0.659  -0.25
6 C -0.919 -2.042 -0.791  0.14
7 O -1.620 -0.013 -1.704  0.03
8 O 1.140 0.618 -1.745  0.01
9 N -1.765 0.753 1.466  0.15
10 H -1.597 0.923 -1.474  0.11
11 H 0.597 1.418 -1.709  0.10
12 H -2.685 0.377 1.274  0.07
13 H 1.539 -1.020 -0.666  0.15
14 H 1.202 1.249 2.522  0.08
15 H 2.375 0.186 1.739  0.08
16 H 2.162 1.827 1.137  0.08
17 H -0.259 -2.619 -0.164  0.08
18 H -1.625 -2.568 -1.418  0.08

***

(3)
Molecular formula: C4H6N2O3S
Method: DFT, the ωB97M-V functional and the def2-TZVPD basis

The orbital gap comes out at 8.08 eV. As for the total energy: -889.365078 a.u. Its energy above the lowest of the compared OMol25 structures with the same formula, charge and spin is 25.8 kcal per mole. As for the SMILES: CC(=S)C(=O)NN=C=O.O. As for the LUMO energy: -0.8314 eV. The HOMO energy comes out at -8.9 eV.

Each line ends with the Löwdin charge.
Geometry (Å):
1 C 1.490 0.598 -0.514  -0.48
2 C 5.007 0.614 0.212  -0.30
3 C 1.321 -0.858 -0.057  -0.68
4 C 0.141 -1.291 0.842  -0.10
5 N 2.744 1.118 -0.475  0.07
6 N 3.854 0.485 -0.046  0.09
7 O 0.591 1.302 -0.916  0.09
8 O 6.142 0.555 0.445  0.16
9 O -2.093 0.364 -0.862  -0.05
10 S 2.241 -2.012 -0.660  0.82
11 H -0.364 -2.059 0.304  0.07
12 H -0.502 -0.464 0.943  0.04
13 H 0.486 -1.715 1.754  0.07
14 H 2.803 2.072 -0.179  0.16
15 H -1.595 1.083 -1.201  -0.01
16 H -2.782 0.671 -0.246  0.05

***

(4)
Molecular formula: C3H8O4
Method: DFT, the ωB97M-V functional and the def2-TZVPD basis

The orbital gap comes out at 10.86 eV. As for the total energy: -420.046778 a.u. Its energy above the lowest of the compared OMol25 structures with the same formula, charge and spin is 28.0 kcal per mole. As for the SMILES: COC(=O)CO.O. As for the LUMO energy: 0.5915 eV. The HOMO energy comes out at -10.3 eV.

Each line ends with the Löwdin charge.
Geometry (Å):
1 C 0.744 -0.631 -1.384  -0.02
2 C -0.008 1.131 0.063  -0.47
3 C 0.395 2.475 0.764  -0.22
4 H -1.766 -4.415 0.605  0.05
5 H -0.262 -3.928 0.607  0.03
6 H 0.358 -1.474 -0.768  0.09
7 H 1.653 -0.866 -1.989  0.10
8 H -0.050 -0.386 -2.156  0.11
9 H 0.900 3.128 0.015  0.13
10 H 1.169 2.238 1.584  0.15
11 H -1.311 2.436 1.606  0.10
12 O -1.027 -4.109 0.044  -0.08
13 O 0.982 0.595 -0.637  -0.04
14 O -1.115 0.713 0.329  0.10
15 O -0.662 3.094 1.317  -0.04

***

(5)
Molecular formula: C17H12GaI2N2O2S3
Method: DFT, the ωB97M-V functional and the def2-TZVPD basis

The orbital gap comes out at 6.34 eV. As for the total energy: -4629.948935 a.u. Its energy above the lowest of the compared OMol25 structures with the same formula, charge and spin is 0.0 kcal per mole. As for the total charge: -1. As for the LUMO energy: 1.8691 eV. The HOMO energy comes out at -4.5 eV.

Each line ends with the Löwdin charge.
Geometry (Å):
1 Ga -0.432 -0.358 -0.033  0.02
2 S -1.286 -2.226 1.164  0.57
3 C -2.107 -2.575 -0.345  -1.72
4 S -1.590 -1.540 -1.656  0.59
5 S -3.239 -3.755 -0.498  0.44
6 I 1.877 2.854 -3.343  0.92
7 C 2.525 1.022 -2.617  -0.64
8 C 3.722 0.465 -3.101  -0.23
9 C 4.200 -0.730 -2.638  -0.68
10 I 5.977 -1.481 -3.432  0.88
11 C 3.482 -1.443 -1.642  -0.21
12 C 3.866 -2.668 -1.055  -0.04
13 C 3.074 -3.246 -0.103  -0.03
14 C 1.878 -2.615 0.281  -0.10
15 N 1.504 -1.475 -0.243  0.06
16 C 2.277 -0.882 -1.181  -0.14
17 C 1.764 0.375 -1.658  -0.41
18 O 0.661 0.824 -1.159  -0.15
19 H 4.272 1.007 -3.859  0.07
20 H 4.789 -3.139 -1.367  0.06
21 H 3.351 -4.183 0.360  0.11
22 H 1.203 -3.050 1.007  0.07
23 C -1.421 0.346 3.196  -0.10
24 C -1.902 1.197 2.062  -0.38
25 C -2.815 2.217 2.151  -0.08
26 C -2.996 2.731 0.841  -0.08
27 C -2.175 2.015 0.008  -0.35
28 C -1.979 2.222 -1.459  -0.06
29 N -1.486 1.073 0.748  -0.01
30 H -1.476 0.920 4.123  0.07
31 H -0.388 0.012 3.078  0.03
32 H -2.024 -0.555 3.316  0.05
33 H -3.307 2.535 3.058  0.09
34 H -3.653 3.530 0.531  0.09
35 H -2.746 2.909 -1.821  0.07
36 H -2.069 1.292 -2.025  0.04
37 H -1.000 2.646 -1.688  0.03
38 O 1.746 2.129 1.844  0.13
39 C 1.282 1.141 1.572  0.04

***

(6)
Molecular formula: C7H6INS
Method: DFT, the ωB97M-V functional and the def2-TZVPD basis

The orbital gap comes out at 8.03 eV. As for the total energy: -1020.854691 a.u. Its energy above the lowest of the compared OMol25 structures with the same formula, charge and spin is 36.5 kcal per mole. As for the SMILES: S=C[C@H]1C=CC=C(I)C=N1. As for the LUMO energy: -0.3912 eV. The HOMO energy comes out at -8.4 eV.

Each line ends with the Löwdin charge.
Geometry (Å):
1 C -0.031 -0.884 -0.729  -0.06
2 C 1.432 -0.759 -0.683  -0.19
3 C -0.918 -0.129 -0.037  -0.09
4 C 1.537 0.217 1.566  -0.25
5 C 2.164 -0.164 0.300  -0.68
6 C -0.619 0.978 0.838  -0.44
7 C -0.295 1.919 -0.287  -0.55
8 N 0.397 0.692 1.800  0.09
9 S 1.215 2.468 -0.493  0.78
10 I 4.335 -0.167 -0.055  0.77
11 H -0.331 -1.597 -1.514  0.12
12 H 1.977 -1.151 -1.522  0.07
13 H -2.023 -0.452 -0.034  0.15
14 H 2.231 0.082 2.408  0.11
15 H -1.464 1.268 1.529  0.16
16 H -1.015 2.018 -0.984  0.02